Below is 15 unconnected molecules or ions with the total composition C43H97Cl12O26P5, with properties calculated with the ωB97M-V functional and the def2-TZVPD basis.

Bonds (Å) are listed after each position.
Positions of all 183 atoms, in Å:
1 C -4.1346 6.1950 3.3518  O2 1.442, H9 1.090, H10 1.090, H11 1.090
2 O -2.8030 6.1000 2.8067  C1 1.442, P3 1.628
3 P -2.3834 6.8190 1.4074  O2 1.628, O4 1.459, O5 1.671, O7 1.616
4 O -3.4978 6.8399 0.4653  P3 1.459
5 O -1.7543 8.2935 1.8786  P3 1.671, C6 1.384
6 C -2.6027 9.3845 1.9485  O5 1.384, H12 1.090, H13 1.090, H14 1.090
7 O -1.1056 5.9888 0.8684  P3 1.616, C8 1.384
8 C -1.2511 4.8962 0.0322  O7 1.384, H15 1.090, H16 1.090, H17 1.090
9 H -4.5452 5.1949 3.4901  C1 1.090
10 H -4.8156 6.8179 2.7718  C1 1.090
11 H -4.1333 6.7280 4.3026  C1 1.090
12 H -3.2971 9.3308 2.7870  C6 1.090
13 H -3.3182 9.4721 1.1309  C6 1.090
14 H -2.0189 10.2926 2.0989  C6 1.090
15 H -2.2117 4.7014 -0.4447  C8 1.090
16 H -0.9769 4.0032 0.5939  C8 1.090
17 H -0.5002 5.0062 -0.7501  C8 1.090
18 C -3.9511 1.8655 2.1138  O19 1.436, H26 1.090, H27 1.090, H28 1.090
19 O -4.3862 1.1762 0.9318  C18 1.436, P20 1.636
20 P -3.9368 1.6743 -0.5608  O19 1.636, O21 1.510, O22 1.638, O24 1.635
21 O -2.4630 1.9800 -0.6814  P20 1.510
22 O -4.8927 2.9593 -0.9067  P20 1.638, C23 1.421
23 C -4.6614 3.7297 -2.0782  O22 1.421, H29 1.090, H30 1.090, H31 1.090
24 O -4.5871 0.5010 -1.4957  P20 1.635, C25 1.412
25 C -3.7888 -0.2887 -2.3521  O24 1.412, H32 1.090, H33 1.090, H34 1.090
26 H -3.6291 2.8958 1.9621  C18 1.090
27 H -3.1614 1.2965 2.6044  C18 1.090
28 H -4.7808 1.9798 2.8114  C18 1.090
29 H -5.4303 3.5806 -2.8362  C23 1.090
30 H -3.6572 3.5109 -2.4414  C23 1.090
31 H -4.6358 4.8046 -1.8991  C23 1.090
32 H -3.9715 -0.1461 -3.4172  C25 1.090
33 H -3.9929 -1.3186 -2.0593  C25 1.090
34 H -2.7352 -0.1936 -2.0895  C25 1.090
35 C 0.7463 -4.1445 6.9770  O36 1.470, H43 1.090, H44 1.090, H45 1.090
36 O 0.2891 -2.7813 7.2830  C35 1.470, P37 1.615
37 P 0.2331 -1.5770 6.2086  O36 1.615, O38 1.511, O39 1.639, O41 1.658
38 O -0.6255 -1.7313 4.9746  P37 1.511
39 O 1.8373 -1.4326 5.9048  P37 1.639, C40 1.400
40 C 2.4080 -1.7112 4.6567  O39 1.400, H46 1.090, H47 1.090, H48 1.090
41 O -0.2276 -0.2907 7.1480  P37 1.658, C42 1.434
42 C 0.6524 0.2309 8.1529  O41 1.434, H49 1.090, H50 1.090, H51 1.090
43 H 1.2610 -4.6360 7.8026  C35 1.090
44 H 1.4362 -4.1790 6.1338  C35 1.090
45 H -0.0786 -4.7630 6.6233  C35 1.090
46 H 1.7005 -1.9862 3.8744  C40 1.090
47 H 3.0883 -2.5305 4.8890  C40 1.090
48 H 2.9817 -0.8785 4.2498  C40 1.090
49 H 0.2764 0.1164 9.1696  C42 1.090
50 H 0.9486 1.2623 7.9615  C42 1.090
51 H 1.6210 -0.2691 8.1624  C42 1.090
52 C 3.5338 -6.7092 1.2792  O53 1.404, H60 1.090, H61 1.090, H62 1.090
53 O 4.1486 -6.1734 0.1369  C52 1.404, P54 1.651
54 P 3.7750 -4.6455 -0.3642  O53 1.651, O55 1.501, O56 1.625, O58 1.615
55 O 3.9058 -3.5646 0.6690  P54 1.501
56 O 4.6863 -4.5012 -1.7022  P54 1.625, C57 1.351
57 C 5.1344 -3.2757 -2.0519  O56 1.351, H63 1.090, H64 1.090, H65 1.090
58 O 2.2862 -4.9323 -0.9202  P54 1.615, C59 1.431
59 C 1.5409 -3.9230 -1.6074  O58 1.431, H66 1.090, H67 1.090, H68 1.090
60 H 2.9383 -7.6125 1.1458  C52 1.090
61 H 2.9765 -5.9889 1.8780  C52 1.090
62 H 4.3077 -7.1160 1.9302  C52 1.090
63 H 6.2118 -3.1483 -1.9476  C57 1.090
64 H 4.5062 -2.4590 -1.6964  C57 1.090
65 H 4.9989 -3.2663 -3.1334  C57 1.090
66 H 1.9699 -2.9257 -1.5105  C59 1.090
67 H 0.5316 -3.9453 -1.1963  C59 1.090
68 H 1.3106 -4.1242 -2.6537  C59 1.090
69 C -1.3511 5.8372 -4.1561  O70 1.418, H77 1.090, H78 1.090, H79 1.090
70 O -0.6372 5.0118 -5.0615  C69 1.418, P71 1.642
71 P 0.6813 4.2552 -4.4402  O70 1.642, O72 1.494, O73 1.638, O75 1.640
72 O 1.6719 5.2115 -3.8598  P71 1.494
73 O 0.0780 3.2487 -3.2973  P71 1.638, C74 1.420
74 C -0.7559 2.1805 -3.7225  O73 1.420, H80 1.090, H81 1.090, H82 1.090
75 O 1.2069 3.3342 -5.6911  P71 1.640, C76 1.474
76 C 2.0505 3.9415 -6.7357  O75 1.474, H83 1.090, H84 1.090, H85 1.090
77 H -2.1181 5.2644 -3.6347  C69 1.090
78 H -1.8219 6.6037 -4.7716  C69 1.090
79 H -0.7620 6.3500 -3.3957  C69 1.090
80 H -0.4053 1.1885 -3.4376  C74 1.090
81 H -1.1043 2.1581 -4.7550  C74 1.090
82 H -1.6753 2.2484 -3.1409  C74 1.090
83 H 1.3805 4.3497 -7.4925  C76 1.090
84 H 2.8962 3.3376 -7.0646  C76 1.090
85 H 2.5418 4.7860 -6.2524  C76 1.090
86 C -1.8719 -3.5626 -5.8848  C87 1.479, C90 1.523, H91 1.090, H92 1.090
87 C -1.1970 -2.4042 -6.5099  C86 1.479, C88 1.539, H93 1.090, H94 1.090
88 C -2.1203 -1.2346 -6.1232  C87 1.539, O89 1.446, H95 1.090, H96 1.090
89 O -2.3539 -1.5790 -4.7389  C88 1.446, C90 1.419
90 C -2.4420 -2.9879 -4.5950  C86 1.523, O89 1.419, H97 1.090, H98 1.090
91 H -1.1394 -4.3620 -5.7731  C86 1.090
92 H -2.6083 -3.8908 -6.6184  C86 1.090
93 H -1.1153 -2.4163 -7.5968  C87 1.090
94 H -0.2427 -2.2016 -6.0238  C87 1.090
95 H -3.0638 -1.1777 -6.6660  C88 1.090
96 H -1.6246 -0.2796 -6.2974  C88 1.090
97 H -3.4262 -3.3602 -4.3106  C90 1.090
98 H -1.8335 -3.3061 -3.7485  C90 1.090
99 C -1.1788 -7.0574 2.5554  C100 1.511, C103 1.558, H104 1.090, H105 1.090
100 C -0.6434 -5.6527 2.4053  C99 1.511, C101 1.540, H106 1.090, H107 1.090
101 C -0.7790 -5.0420 3.8120  C100 1.540, O102 1.456, H108 1.090, H109 1.090
102 O -1.2001 -6.1661 4.6352  C101 1.456, C103 1.417
103 C -2.0039 -7.0527 3.8773  C99 1.558, O102 1.417, H110 1.090, H111 1.090
104 H -0.3728 -7.7647 2.7506  C99 1.090
105 H -1.7974 -7.4915 1.7699  C99 1.090
106 H -1.1894 -4.9897 1.7342  C100 1.090
107 H 0.3827 -5.5782 2.0453  C100 1.090
108 H -1.6046 -4.3308 3.7854  C101 1.090
109 H 0.0796 -4.4400 4.1093  C101 1.090
110 H -3.0480 -6.7803 3.7230  C103 1.090
111 H -2.0415 -8.0466 4.3233  C103 1.090
112 C -4.8149 -3.0246 2.0037  C113 1.516, C116 1.526, H117 1.090, H118 1.090
113 C -3.9895 -2.2855 3.0384  C112 1.516, C114 1.522, H119 1.090, H120 1.090
114 C -4.2914 -3.0728 4.3055  C113 1.522, O115 1.432, H121 1.090, H122 1.090
115 O -4.2958 -4.4166 3.8105  C114 1.432, C116 1.419
116 C -4.6133 -4.4759 2.4286  C112 1.526, O115 1.419, H123 1.090, H124 1.090
117 H -4.4982 -2.7301 1.0032  C112 1.090
118 H -5.8458 -2.7177 2.1804  C112 1.090
119 H -4.2861 -1.2485 3.1956  C113 1.090
120 H -2.9178 -2.2211 2.8504  C113 1.090
121 H -5.2655 -2.8667 4.7491  C114 1.090
122 H -3.4979 -2.8977 5.0320  C114 1.090
123 H -5.5343 -5.0453 2.3034  C116 1.090
124 H -3.7740 -4.9465 1.9167  C116 1.090
125 C 0.2429 1.8381 3.7588  C126 1.468, C129 1.539, H130 1.090, H131 1.090
126 C 0.4886 3.1186 3.0834  C125 1.468, C127 1.576, H132 1.090, H133 1.090
127 C -0.6751 3.9951 3.6857  C126 1.576, O128 1.440, H134 1.090, H135 1.090
128 O -0.5399 3.5903 5.0614  C127 1.440, C129 1.424
129 C -0.2529 2.1994 5.1705  C125 1.539, O128 1.424, H136 1.090, H137 1.090
130 H 1.1809 1.2841 3.7236  C125 1.090
131 H -0.4833 1.1538 3.3201  C125 1.090
132 H 0.4508 2.9896 2.0017  C126 1.090
133 H 1.4361 3.5424 3.4163  C126 1.090
134 H -1.6541 3.8548 3.2275  C127 1.090
135 H -0.5089 5.0723 3.6890  C127 1.090
136 H -1.1356 1.6066 5.4103  C129 1.090
137 H 0.5693 2.1581 5.8850  C129 1.090
138 C 2.3602 4.1371 -0.7855  C139 1.539, C142 1.526, H143 1.090, H144 1.090
139 C 3.0219 4.1422 0.6043  C138 1.539, C140 1.524, H145 1.090, H146 1.090
140 C 4.5222 3.9929 0.3820  C139 1.524, O141 1.361, H147 1.090, H148 1.090
141 O 4.6658 4.2797 -0.9404  C140 1.361, C142 1.384
142 C 3.5708 3.8449 -1.6671  C138 1.526, O141 1.384, H149 1.090, H150 1.090
143 H 1.8950 5.0843 -1.0582  C138 1.090
144 H 1.4986 3.4803 -0.9058  C138 1.090
145 H 2.7441 3.2122 1.1002  C139 1.090
146 H 2.7890 5.0190 1.2086  C139 1.090
147 H 4.9882 3.0379 0.6247  C140 1.090
148 H 5.0502 4.7842 0.9142  C140 1.090
149 H 3.6931 2.7798 -1.8640  C142 1.090
150 H 3.5541 4.3703 -2.6220  C142 1.090
151 C 3.2853 -1.6369 -5.6822  C152 1.508, C155 1.478, H156 1.090, H157 1.090
152 C 2.9515 -0.8689 -4.4285  C151 1.508, C153 1.522, H158 1.090, H159 1.090
153 C 2.9978 0.5806 -4.8899  C152 1.522, O154 1.442, H160 1.090, H161 1.090
154 O 3.3727 0.4951 -6.2799  C153 1.442, C155 1.431
155 C 3.0530 -0.7737 -6.8588  C151 1.478, O154 1.431, H162 1.090, H163 1.090
156 H 2.5900 -2.4753 -5.7253  C151 1.090
157 H 4.2813 -2.0732 -5.6062  C151 1.090
158 H 3.6728 -1.0591 -3.6337  C152 1.090
159 H 1.9706 -1.1630 -4.0550  C152 1.090
160 H 3.7404 1.1425 -4.3235  C153 1.090
161 H 2.0118 1.0422 -4.8367  C153 1.090
162 H 3.6996 -1.1322 -7.6598  C155 1.090
163 H 2.0207 -0.7076 -7.2025  C155 1.090
164 C 4.9854 -0.4136 1.5541  Cl165 1.854, Cl166 1.816, Cl167 1.759, H168 1.090
165 Cl 6.6423 0.3502 1.2223  C164 1.854
166 Cl 3.6739 0.6556 2.2135  C164 1.816
167 Cl 5.3052 -1.6586 2.7545  C164 1.759
168 H 4.6130 -0.9249 0.6664  C164 1.090
169 C 7.0007 0.3619 -2.9761  Cl170 1.858, Cl171 1.749, Cl172 1.734, H173 1.090
170 Cl 8.4308 0.0313 -1.8366  C169 1.858
171 Cl 5.5675 0.5127 -1.9851  C169 1.749
172 Cl 6.8024 -0.9943 -4.0382  C169 1.734
173 H 7.2194 1.2854 -3.5121  C169 1.090
174 C 0.0250 -0.5642 -0.6224  Cl175 1.808, Cl176 1.807, Cl177 1.789, H178 1.090
175 Cl 1.8094 -0.3039 -0.4913  C174 1.808
176 Cl -0.5216 -1.6634 0.7029  C174 1.807
177 Cl -0.4024 -1.2490 -2.2185  C174 1.789
178 H -0.3626 0.4544 -0.6383  C174 1.090
179 C -2.1184 -5.3042 -0.9778  Cl180 1.810, Cl181 1.748, Cl182 1.770, H183 1.090
180 Cl -2.5615 -3.5497 -0.9438  C179 1.810
181 Cl -1.4204 -5.7155 -2.5267  C179 1.748
182 Cl -3.5322 -6.3304 -0.6957  C179 1.770
183 H -1.3915 -5.5801 -0.2139  C179 1.090

The HOMO-LUMO gap comes out at 9.3 eV. The value obtained for the highest occupied orbital energy is -9.025 eV. Its electronic energy is -10882.11919 Ha. The spin multiplicity is 1.

These are the Mulliken partial charges, in e, on atoms 1 to 4: C -0.7662; O -0.0997; P 0.9099; O -0.7233